ORCA calculation (ωB97M-V/def2-TZVPD) on an isolated molecule of C3H7BO2 in a non-equilibrium geometry.

Last column: Mulliken charge in e.
CARTESIAN COORDINATES (ANGSTROEM)
B 0.683 0.010 -0.054  0.578
C -1.491 0.793 0.051  -0.395
C -1.442 -0.813 -0.044  -0.355
C 2.241 -0.022 -0.018  -0.824
O -0.077 1.131 0.110  -0.505
O -0.063 -1.138 -0.198  -0.473
H -1.850 1.274 -0.884  0.248
H -1.950 0.960 0.937  0.329
H -1.908 -1.034 0.935  0.254
H -1.868 -1.191 -0.946  0.313
H 2.848 0.733 -0.555  0.310
H 2.499 -0.987 -0.351  0.226
H 2.378 0.282 1.017  0.293

The LUMO energy comes out at 0.0260 Ha. The structure (SMILES) is CB1OCCO1. The total energy comes out at -7997.415 eV. Its spin multiplicity is 1. The value obtained for the highest occupied orbital energy is -10.480 eV. The largest force on an atom comes out at 5.3 eV Å⁻¹. The HOMO-LUMO gap comes out at 11.187 eV. As for the energy above the lowest of the compared OMol25 structures with the same formula, charge and spin: 0.182 eV.